C59H58FGeNO4P3Ti as an isolated structure at a distorted geometry, computed with ωB97M-V with the def2-TZVPD basis set.

Results
Energy above the lowest of the compared OMol25 structures with the same formula, charge and spin (kJ/mol): 556.6
HOMO (alpha / beta) (eV): -12.60 / -12.60
M (g/mol): 1077.51
Spin multiplicity: 2
Frontier orbital gap (alpha / beta) (eV): 6.53 / 6.67
Total charge: +2

XYZ file:
```
128
C59H58FGeNO4P3Ti | the Open Molecules 2025 dataset | ωB97M-V with the def2-TZVPD basis set
Ti 0.120 -0.475 0.694
F 1.062 -3.281 4.358
Ge 0.621 -2.361 2.901
C -0.421 -3.862 2.143
C -0.246 -5.079 2.815
C -1.054 -6.165 2.524
C -2.057 -6.057 1.566
C -2.224 -4.869 0.883
C -1.407 -3.766 1.153
P -1.720 -2.244 0.175
C -3.482 -2.037 0.632
C -4.561 -2.222 -0.225
C -5.864 -2.065 0.242
C -6.100 -1.732 1.567
C -5.027 -1.576 2.437
C -3.729 -1.730 1.972
C -1.541 -2.896 -1.532
C -0.538 -3.847 -1.717
C -0.258 -4.366 -2.972
C -1.006 -3.968 -4.070
C -2.025 -3.041 -3.901
C -2.277 -2.493 -2.649
C -0.631 -1.285 3.990
C -1.440 -2.024 4.852
C -2.278 -1.357 5.733
C -2.310 0.035 5.763
C -1.494 0.774 4.918
C -0.646 0.111 4.032
P 0.467 0.924 2.872
C 2.031 1.374 3.751
C 2.019 2.798 3.200
C 0.660 3.486 4.687
C 0.975 2.833 5.999
C 1.791 1.785 6.179
C 2.040 0.943 5.022
C 0.463 2.766 3.223
C 2.045 4.008 4.144
C 2.012 5.295 3.368
C 1.088 5.671 2.481
C -0.122 4.931 2.097
C -0.401 3.659 2.390
C 2.559 -2.046 2.559
C 3.355 -2.061 3.706
C 4.735 -2.124 3.593
C 5.329 -2.248 2.343
C 4.546 -2.248 1.201
C 3.160 -2.088 1.291
P 2.102 -2.135 -0.203
C 2.900 -1.181 -1.537
C 4.064 -0.426 -1.435
C 4.590 0.206 -2.557
C 3.958 0.091 -3.788
C 2.782 -0.642 -3.891
C 2.256 -1.268 -2.774
C 2.550 -3.867 -0.672
C 2.214 -4.900 0.205
C 2.615 -6.201 -0.046
C 3.380 -6.488 -1.171
C 3.735 -5.466 -2.036
C 3.317 -4.160 -1.797
H 0.524 -5.171 3.567
H -0.905 -7.097 3.054
H -2.706 -6.898 1.357
H -2.997 -4.790 0.127
H -4.410 -2.522 -1.252
H -6.696 -2.214 -0.435
H -7.115 -1.611 1.924
H -5.198 -1.349 3.483
H -2.902 -1.642 2.667
H 0.008 -4.223 -0.869
H 0.540 -5.093 -3.080
H -0.806 -4.384 -5.050
H -2.634 -2.743 -4.745
H -3.063 -1.762 -2.567
H -1.412 -3.107 4.837
H -2.904 -1.927 6.409
H -2.969 0.543 6.456
H -1.513 1.856 4.954
H 2.546 2.896 2.252
H -0.098 4.253 4.816
H 0.598 3.361 6.869
H 2.012 1.428 7.177
H 1.904 -0.124 5.190
H 2.830 4.027 4.891
H 2.848 5.965 3.538
H 1.216 6.638 2.007
H -0.852 5.489 1.519
H -1.361 3.246 2.095
H 2.903 -2.073 4.686
H 5.344 -2.127 4.488
H 6.402 -2.368 2.259
H 5.006 -2.407 0.233
H 4.592 -0.340 -0.494
H 5.502 0.782 -2.467
H 4.383 0.567 -4.663
H 2.276 -0.725 -4.845
H 1.338 -1.843 -2.861
H 1.650 -4.691 1.100
H 2.335 -6.991 0.641
H 3.709 -7.501 -1.364
H 4.343 -5.677 -2.908
H 3.600 -3.381 -2.491
O -1.930 0.658 1.474
H -2.317 0.788 0.586
H -2.665 0.521 2.086
O -2.554 0.191 -1.150
H -3.419 0.248 -1.571
H -1.889 0.233 -1.847
O 2.325 0.709 0.739
H 2.648 1.090 -0.090
H 3.093 0.494 1.285
O 0.291 0.093 -1.096
N -0.014 1.177 -0.341
C 0.468 2.055 -3.214
C -0.286 2.903 -2.183
C 0.377 4.285 -2.066
C -1.746 3.101 -2.627
C -0.285 2.333 -0.785
H 0.264 2.448 -4.212
H 0.173 1.008 -3.194
H 1.547 2.100 -3.050
H 0.428 4.749 -3.053
H 1.393 4.208 -1.672
H -0.197 4.945 -1.410
H -1.760 3.757 -3.499
H -2.347 3.569 -1.843
H -2.216 2.160 -2.913
H -0.520 3.035 0.010
```

Löwdin population analysis, charges in e, atoms 1 to 99: 0.6209, -0.2733, 0.8997, -0.2779, -0.0992, -0.0397, -0.0373, -0.0687, -0.3773, 1.0844, -0.3501, -0.0801, -0.0532, -0.0557, -0.0509, -0.1078, -0.3242, -0.1153, -0.0515, -0.0536, -0.0546, -0.0982, -0.2806, -0.0833, -0.0423, -0.0394, -0.0557, -0.3972, 1.1137, -0.2494, -0.2125, -0.1333, -0.0329, -0.0510, -0.0802, -0.3460, -0.1715, -0.0246, -0.0678, -0.0765, -0.0960, -0.2606, -0.0927, -0.0360, -0.0376, -0.0792, -0.3933, 1.1094, -0.3798, -0.0996, -0.0521, -0.0591, -0.0625, -0.1198, -0.3401, -0.0967, -0.0476, -0.0580, -0.0581, -0.0731, 0.1082, 0.1187, 0.1189, 0.1192, 0.0926, 0.1160, 0.1161, 0.1129, 0.0825, 0.0720, 0.1158, 0.1164, 0.1150, 0.0789, 0.1146, 0.1191, 0.1178, 0.1114, 0.1398, 0.1441, 0.1260, 0.1154, 0.0991, 0.1451, 0.1161, 0.1069, 0.1096, 0.1000, 0.0991, 0.1199, 0.1199, 0.1148, 0.0961, 0.1150, 0.1160, 0.1184, 0.1063, 0.0740, 0.1144